(1)
53
Properties=species:S:1:pos:R:3:forces:R:3:nbo_charge:R:1 method="wB97M-V/def2-TZVPD" energy_ev=-37420.1172 de_lowest_kj_mol=557.6 orbital_gap_ev=8.5 homo_ev=-6.5260 total_charge=-1 e_lumo_ev=2.00
O -2.122 -1.064 0.894 -0.04 0.24 1.15 -1.11
H -3.864 1.696 2.968 -0.99 -0.44 0.42 0.51
H -2.317 -1.250 -5.077 3.61 -1.42 -0.85 0.46
O 1.713 -2.041 0.897 -0.03 -1.38 -0.27 -1.00
H 1.865 -2.987 0.983 0.99 -0.13 0.87 0.47
O 0.242 3.696 2.335 -0.23 1.44 -1.75 -0.96
H 0.409 2.993 2.929 0.44 -1.21 0.56 0.47
H 0.490 3.435 1.420 -0.20 -0.28 1.17 0.48
O -4.762 2.469 0.822 1.83 -2.06 -3.47 -0.96
H -0.041 2.948 -1.482 -0.80 -1.84 1.61 0.48
H -3.859 2.158 0.415 -1.34 1.25 1.95 0.49
O 0.655 1.519 -0.062 -1.51 -1.93 0.20 -1.02
H 0.445 0.897 0.753 0.45 1.55 -2.84 0.52
H -2.002 -0.668 1.827 0.29 -1.10 -2.59 0.46
O -1.283 -2.436 -2.424 -3.92 -0.49 4.46 -1.01
H -0.994 -2.098 -1.505 0.03 -0.33 -2.11 0.50
H -0.628 -2.354 -3.023 3.78 0.73 -2.58 0.47
O -3.842 1.647 3.934 0.98 0.47 0.63 -0.98
H -0.012 -3.504 3.561 0.74 -4.21 0.38 0.46
H -4.557 1.198 4.397 -0.07 0.00 -1.12 0.48
O -0.072 -0.915 -0.413 0.07 -1.84 1.25 -1.19
H 2.575 -0.287 0.797 -3.82 -3.77 -0.17 0.48
H -0.193 -2.421 2.917 -0.10 4.73 -11.72 0.42
O 1.337 -1.644 -3.389 -2.57 0.46 -3.83 -0.96
H 1.655 -2.345 -2.916 1.66 -1.96 2.43 0.48
H 1.548 -0.788 -3.116 1.09 1.37 1.30 0.48
O 5.414 -1.828 0.548 -3.18 2.44 -0.62 -0.97
H 4.652 -1.399 -0.053 2.48 -1.45 1.67 0.49
H 5.158 -1.304 1.360 0.69 -0.92 -1.05 0.47
O -0.207 -2.635 3.701 -0.55 -0.32 12.73 -0.87
H 1.614 0.601 3.058 2.27 0.21 0.52 0.45
H -0.162 -0.547 -1.251 -0.44 0.53 -2.45 0.42
O 2.615 0.707 3.191 -3.80 1.71 2.47 -0.93
H 2.946 0.088 2.606 1.29 -1.62 -1.87 0.47
H -5.125 2.191 -0.082 -0.61 0.87 1.89 0.46
O -0.561 -3.339 1.232 -1.35 -6.95 -1.99 -0.97
H 0.959 -2.196 0.289 0.16 1.78 -0.30 0.51
H -0.964 -3.468 0.345 0.39 1.26 1.28 0.51
O -3.062 -0.738 -4.997 -3.28 0.27 1.29 -0.93
H 0.199 0.977 -0.824 1.30 1.27 2.85 0.48
H -3.505 -1.386 -4.397 -0.28 1.18 -0.33 0.47
O 0.334 3.668 -1.917 1.81 2.96 -0.50 -0.96
H -1.250 -1.259 0.219 -1.02 2.07 1.97 0.50
H 0.890 4.137 -1.233 -1.01 -0.99 -1.10 0.48
O 3.233 0.311 0.772 3.56 4.44 -2.68 -0.98
H -0.315 -2.539 1.527 0.46 4.62 -0.42 0.46
H 2.976 0.905 -0.008 0.62 -1.22 1.83 0.50
O 3.488 0.668 -2.421 0.51 -2.20 2.67 -0.94
H 3.956 0.956 -3.149 1.28 1.12 -2.45 0.47
H 2.638 1.027 -2.414 -1.92 1.25 -0.17 0.47
O -3.054 2.799 -1.252 0.52 -0.71 -0.76 -0.96
H -2.631 2.118 -1.814 -0.33 0.58 0.40 0.48
H -2.622 3.630 -1.476 0.06 -0.03 0.04 0.49

---

(2)
13
Properties=species:S:1:pos:R:3:forces:R:3:nbo_charge:R:1 method="wB97M-V/def2-TZVPD" energy_ev=-11972.7907 de_lowest_kj_mol=120.8 orbital_gap_ev=9.9 smiles=COc1cc(F)[nH]n1 homo_ev=-8.9470 e_lumo_ev=0.91
C -0.738 -2.204 -1.516 -0.52 -1.49 0.19 -0.25
C 0.362 -0.485 -0.480 -1.08 1.67 1.04 0.45
C -0.783 -0.002 0.231 -0.46 0.00 0.26 -0.50
C -0.308 1.061 0.946 1.03 0.25 -0.26 0.55
H -0.536 -2.955 -2.266 0.06 -0.15 -0.17 0.20
H -1.103 -2.721 -0.620 0.32 0.04 0.15 0.17
H -1.559 -1.612 -1.847 -0.48 0.90 -0.47 0.17
H -1.816 -0.294 0.191 0.01 -0.25 0.12 0.24
H 1.674 1.978 0.847 -0.70 -0.48 0.10 0.42
N 1.019 1.216 0.670 -0.98 -0.13 -0.17 -0.39
N 1.373 0.295 -0.247 2.08 -0.53 -0.54 -0.31
O 0.448 -1.514 -1.316 0.78 0.26 -0.14 -0.46
F -0.909 1.880 1.797 -0.05 -0.09 -0.11 -0.29